Below is 2 unconnected molecules or ions with the total composition C4H12 in a non-equilibrium geometry, with properties calculated with wB97M-V/def2-TZVPD.

Cartesian coordinates (Å):
C  -1.124  -0.824  0.883
C  -1.747  0.501  1.527
H  -0.405  -1.322  1.596
H  -1.868  -1.473  0.447
H  -0.745  -0.710  -0.222
H  -2.102  1.163  0.763
H  -2.551  0.157  2.263
H  -1.084  1.146  2.143
C  1.753  0.440  -0.518
C  1.120  -0.066  -1.801
H  1.774  -0.212  0.354
H  2.856  0.465  -0.634
H  1.457  1.500  -0.397
H  0.042  0.053  -1.743
H  1.389  0.437  -2.743
H  1.234  -1.253  -1.920

Output
multiplicity = 2
energy above the lowest of the compared OMol25 structures with the same formula, charge and spin = 1.051 eV
total charge = +1